No. 1
Entry from the Open Molecules 2025 dataset: a 13-piece molecular cluster, C52H143N13O13 overall at a distorted geometry (ωB97M-V/def2-TZVPD).

XYZ file:
```
221
Properties=species:S:1:pos:R:3
O 6.172 0.902 1.619
O -4.294 -1.594 2.203
O -3.335 5.997 -0.239
O -1.789 4.089 4.395
O -1.275 0.924 -0.357
O -2.938 -3.024 -1.884
O 5.162 -4.516 5.290
O 3.148 7.264 -2.499
O 0.956 0.535 5.170
O 7.079 0.769 -3.694
O -5.763 0.447 -4.997
O -1.047 -5.458 1.149
O 0.792 -0.063 -4.894
N -4.277 -5.324 -3.398
N 2.326 1.972 -1.133
N -0.945 -1.233 2.613
N -5.895 -2.545 -2.978
N -1.309 2.490 -6.304
N -3.191 3.139 6.825
N 3.343 0.978 -3.811
N 2.674 -3.174 4.947
N 1.689 -3.215 1.595
N 5.745 -1.280 4.524
N -7.041 -3.255 0.280
N -4.509 2.468 -0.405
N 2.721 4.654 -3.262
C -2.895 -4.853 -3.533
C -0.051 1.870 -6.019
C -4.403 3.115 4.831
C -1.992 -6.107 1.931
C 8.054 1.658 -3.190
C -5.197 -1.853 1.121
C 5.088 5.376 -3.530
C -3.259 2.536 5.532
C 4.566 -1.289 2.240
C 1.504 -5.338 5.103
C 2.850 8.416 -1.751
C -0.693 -0.720 3.916
C -4.191 3.757 0.211
C -0.653 4.296 3.592
C -1.943 0.916 -1.629
C 0.683 -0.024 3.884
C 5.797 1.275 -3.455
C 0.547 -1.359 -4.537
C 2.735 -4.539 5.468
C 3.957 5.011 -2.597
C 6.228 0.434 2.923
C -4.718 1.334 -5.435
C 4.009 -5.223 4.909
C -3.809 4.781 -0.856
C -2.028 2.753 4.605
C 0.935 -4.294 0.909
C -5.225 -0.660 -4.366
C -2.120 -2.498 -0.829
C 4.708 0.369 -4.032
C -4.870 -1.116 3.398
C -2.446 -4.289 -2.228
C 2.263 1.087 5.320
C -4.803 -4.280 0.866
C 1.897 -5.138 0.141
C -0.288 0.835 -4.947
C -2.867 6.933 -1.201
C -0.031 1.645 -0.321
C -2.828 -3.927 -4.772
C -5.889 -3.242 1.194
C -6.280 -1.206 -3.452
C -6.452 -0.255 -2.217
C 1.126 2.787 -5.590
C 6.849 2.135 1.524
C 6.277 -4.558 4.406
C 1.152 1.081 -1.168
C 3.656 6.219 -1.691
C 1.366 -0.353 -0.719
C -2.982 3.554 1.144
C -0.781 -1.958 4.750
C 0.055 -4.982 1.879
C 5.820 -0.990 3.066
C 4.901 0.105 -5.460
H -4.092 0.748 -6.061
H -5.494 -1.888 3.893
H -4.407 -5.628 -2.429
H 1.394 -5.911 -0.359
H -4.763 -1.381 -5.059
H -2.951 4.268 -1.387
H 2.867 -4.567 6.595
H -4.411 -4.052 -0.153
H 4.844 6.208 -4.241
H 0.268 1.438 0.718
H 2.484 -5.716 0.912
H 2.925 5.876 -0.974
H 5.962 -4.024 3.447
H 2.233 -0.844 -1.127
H 3.091 0.381 5.119
H -2.856 -4.555 -5.660
H 1.341 3.498 -6.388
H 0.213 1.388 -6.912
H 7.813 2.707 -3.352
H -1.273 3.148 -7.121
H -5.287 3.054 5.492
H 2.446 -2.870 0.975
H -0.285 5.361 3.743
H 0.597 -4.821 5.243
H 3.518 -2.733 5.198
H -1.386 0.012 4.111
H 2.377 1.307 6.393
H 3.228 1.073 -2.823
H 6.590 -1.663 2.745
H 6.566 -5.591 4.207
H 0.628 -5.762 2.294
H 6.256 2.931 1.985
H 7.266 0.508 3.235
H 3.857 -5.293 3.799
H 4.088 -6.294 5.279
H 1.564 -1.850 -4.354
H -3.010 1.100 -1.467
H -3.995 -0.904 4.055
H 0.208 3.739 4.037
H 1.517 -5.655 4.033
H -0.604 -1.801 5.815
H 5.130 1.040 -6.044
H 1.381 -0.359 0.388
H 0.960 1.068 -2.285
H 2.482 5.364 -3.950
H -5.467 2.417 -0.678
H 5.681 2.320 -3.790
H -2.622 -1.695 -0.413
H 0.537 -0.913 -1.033
H -1.544 3.151 -5.520
H -2.169 6.480 -1.928
H -0.469 1.459 -3.993
H 2.182 2.797 -1.753
H -4.938 -4.569 -3.597
H -5.067 -5.331 1.024
H -0.829 4.099 2.556
H -5.418 -0.202 3.292
H -4.192 1.716 -4.508
H 0.259 -3.908 0.159
H 7.969 1.569 -2.070
H 5.668 1.213 -2.345
H -1.349 -4.147 -2.214
H -4.542 2.561 3.930
H -2.616 2.566 7.429
H -2.721 -5.055 -1.538
H -1.954 -3.286 -4.790
H -1.063 2.319 4.877
H -4.964 -2.627 -2.629
H -3.631 7.376 -1.858
H -2.065 -3.223 -0.052
H 4.294 -2.240 2.498
H 7.783 2.158 2.025
H -2.250 -5.767 -3.594
H -2.048 -5.686 2.961
H 9.043 1.381 -3.585
H -1.713 -7.200 1.959
H 7.145 -4.111 4.852
H -3.926 -4.017 1.483
H 5.512 1.010 3.574
H -6.179 -3.388 2.189
H -7.865 -2.775 0.654
H -1.095 -2.277 -1.147
H -6.587 0.864 -2.418
H 3.711 9.009 -1.445
H 4.543 6.512 -1.189
H 5.313 -2.153 4.745
H -3.343 1.495 5.744
H 0.016 -2.657 4.378
H -4.649 -1.864 0.156
H -5.104 4.250 0.676
H -1.772 -2.482 4.592
H 4.739 -0.625 -3.466
H -0.141 2.776 -0.441
H 0.758 0.783 3.174
H 2.644 -4.648 -0.508
H -5.945 -1.012 1.115
H -6.473 -2.947 -2.269
H 2.502 0.436 -4.190
H -2.223 2.233 3.618
H 2.775 2.135 -0.243
H 0.978 -2.480 1.840
H -7.427 -0.519 -1.679
H -5.589 -0.444 -1.625
H -4.396 -0.397 -3.692
H 2.454 -3.161 3.990
H 2.018 2.202 -5.486
H -2.299 7.702 -0.683
H -2.983 4.133 6.793
H 4.160 4.215 -1.911
H -7.156 -1.435 -4.066
H -3.186 2.668 1.770
H 2.367 8.173 -0.816
H -1.571 1.788 -2.203
H -0.896 -0.434 1.970
H -4.216 4.106 4.576
H 5.748 -0.551 -5.569
H 6.876 2.290 0.451
H 0.950 3.430 -4.782
H -1.901 -1.655 2.557
H -4.593 5.128 -1.587
H -2.051 3.287 0.558
H -3.653 -3.286 -4.895
H 2.183 8.997 -2.345
H -4.475 1.740 0.288
H -0.046 -1.467 -3.589
H 3.709 -0.658 2.459
H -5.177 2.051 -6.033
H 1.411 -0.826 3.637
H -7.508 -4.147 0.354
H 1.544 -6.247 5.746
H 5.903 5.582 -2.907
H 5.375 4.484 -4.185
H 0.056 -1.915 -5.340
H 2.485 2.006 4.764
H 4.736 -1.097 1.165
H -3.034 -6.032 1.495
H -0.142 -4.377 2.724
H 5.325 -0.487 5.005
H -2.798 4.323 1.830
H 3.910 -0.178 -5.903
H -1.255 0.281 -5.069
H -1.667 -0.023 -2.084
H 2.883 3.720 -3.638
```

## Properties
Energy relative to the best compared isomer or geometry (same formula, charge and spin)   107.32 kcal/mol
E_LUMO   0.291 eV
HOMO-LUMO gap   8.86 eV
Charge   0

Here are the Mulliken charges for atoms 1 to 4, given in e:
1 O -0.152
2 O 0.156
3 O -0.328
4 O -0.498

***

No. 2
Entry from the Open Molecules 2025 dataset: a 15-piece molecular cluster, C52H145N11O15 overall at a distorted geometry (ωB97M-V/def2-TZVPD).

XYZ file:
```
223
Properties=species:S:1:pos:R:3
O -4.793 -1.824 -4.526
O 1.495 -2.085 -3.720
O 4.371 4.914 2.187
O 3.711 2.975 -1.101
O -0.241 -2.700 -7.935
O 2.521 0.337 5.952
O 4.685 -4.980 -1.203
O -5.662 1.817 2.723
O -3.402 -3.486 2.729
O -4.033 4.935 -4.644
O 0.767 5.227 -3.913
O -0.102 -1.400 0.204
O -3.077 2.907 4.304
O 5.505 -2.556 1.844
O 1.177 -3.517 4.007
N 3.016 -0.053 0.718
N 1.229 3.371 1.014
N -1.675 1.933 -0.644
N -2.664 7.053 -3.146
N 2.173 -4.702 -2.522
N -7.006 -1.514 1.936
N -1.751 -2.483 -4.602
N -1.301 -6.352 1.811
N 0.394 -7.065 4.524
N 1.335 2.733 -2.804
N -0.170 1.715 3.853
C -1.610 5.296 -1.687
C -0.283 -2.808 -6.522
C 5.321 0.335 1.287
C -1.757 -0.728 -6.406
C -4.875 -0.423 -4.634
C 3.522 -4.800 -0.376
C 2.184 -6.190 3.029
C 5.790 -5.247 -0.347
C 1.022 -4.394 -0.362
C -2.572 -0.408 -1.059
C 4.228 4.978 -2.270
C 2.136 -3.202 4.986
C 1.594 4.398 -4.731
C 0.864 -3.389 -8.491
C 0.331 1.195 5.088
C 2.696 1.230 7.084
C -6.621 -0.449 4.213
C -3.430 4.688 -3.340
C -6.176 0.156 -4.140
C 4.270 -0.739 0.792
C 3.218 -0.720 -2.708
C 4.446 3.508 -2.178
C -6.567 2.897 2.724
C -1.930 4.854 3.697
C -0.318 -0.076 5.532
C -6.080 0.661 1.992
C 2.896 -1.730 -3.741
C -0.156 -0.099 -0.380
C 1.260 2.985 -4.285
C 0.012 -1.500 1.622
C 1.843 0.960 4.853
C -2.792 -2.530 3.755
C 1.444 -6.030 4.339
C -2.870 -4.780 2.784
C -4.694 3.811 -5.127
C 2.389 -4.155 -1.194
C -0.123 2.568 -4.768
C 4.239 -1.935 1.786
C -1.562 0.461 -0.251
C 2.268 4.370 1.134
C 5.898 -3.222 3.008
C -2.288 5.664 -3.046
C -7.077 -0.273 2.726
C 0.505 -4.777 4.300
C -1.586 -2.216 -6.091
C -3.083 3.899 3.285
C 1.804 5.546 1.946
C 5.630 4.519 2.747
C -2.521 -4.786 0.336
C 1.099 6.580 -4.146
C 3.518 3.831 1.894
C -1.840 -4.996 1.655
H -3.864 -2.085 -4.685
H 5.364 4.108 3.746
H -3.677 -5.493 2.669
H 5.897 -2.558 3.862
H 2.617 -0.916 -1.786
H -5.181 3.215 -4.310
H -1.007 -6.772 0.935
H 4.635 -1.187 -0.108
H 2.626 4.670 0.136
H -6.509 0.515 4.691
H 4.251 -0.719 -2.361
H -0.405 3.074 -5.795
H -0.030 -4.695 5.284
H 0.047 -0.799 4.811
H -0.264 0.975 3.124
H 0.067 -0.438 6.484
H -5.678 -0.958 4.248
H 1.547 5.228 2.945
H -2.132 -6.880 2.160
H 3.774 -4.054 0.437
H -6.298 3.701 1.928
H 5.107 -3.938 3.293
H -3.068 -1.537 3.433
H -3.163 -2.748 4.761
H -7.374 -1.153 4.660
H 4.671 5.558 -1.393
H -6.461 0.912 1.018
H 1.411 4.541 -5.808
H -0.101 1.457 -4.954
H -2.377 -1.464 -1.099
H 1.036 -4.349 -8.130
H 2.788 -5.337 2.741
H 0.480 0.521 0.116
H -1.064 4.368 -1.767
H 6.092 -0.089 1.910
H 0.684 -0.744 2.059
H 4.034 3.042 1.372
H 0.567 6.915 -5.003
H 1.489 -6.384 2.184
H -0.984 2.508 -0.231
H -1.822 -5.008 -0.540
H 5.979 -4.515 0.397
H 2.451 -2.141 4.838
H -2.610 2.241 -0.514
H 0.468 -2.458 1.808
H -2.512 -0.637 -7.220
H -1.496 5.607 3.044
H 1.640 2.488 0.702
H -4.028 3.149 -5.639
H 4.699 5.367 -3.129
H 6.922 -3.697 2.998
H 0.236 -0.176 -1.397
H -3.205 7.116 -4.009
H 2.858 -7.091 3.053
H 6.347 5.365 2.688
H 2.101 0.255 4.043
H 0.916 1.841 -2.575
H -3.945 2.527 4.273
H -7.030 -0.073 -4.805
H 3.418 -2.632 -3.492
H 6.113 3.718 2.154
H 1.557 -5.556 -2.405
H -0.292 -3.928 -6.283
H -3.557 -0.384 -0.722
H 0.583 -3.355 -9.501
H -6.485 3.443 3.670
H -7.908 -1.689 1.631
H 3.357 -2.513 1.566
H 0.964 6.077 1.496
H 5.752 -6.263 0.037
H 4.852 1.105 1.891
H -1.094 -2.031 -4.041
H -0.942 -1.439 2.150
H -4.145 4.714 -2.476
H -4.042 4.456 3.329
H -1.477 5.549 -3.799
H 1.819 -2.794 -8.451
H -8.113 0.119 2.675
H 5.889 0.737 0.443
H -5.184 0.130 1.870
H -1.783 -2.678 3.659
H 2.165 6.766 -4.339
H -6.444 -0.241 -3.095
H 1.962 2.372 -4.780
H 3.050 -4.951 -2.995
H -2.549 -0.001 -2.099
H -0.957 6.088 -1.350
H 0.821 3.152 1.958
H -3.272 7.351 -2.387
H 3.260 -5.751 0.078
H -4.066 0.027 -4.036
H 6.684 -5.091 -0.893
H 3.014 -3.902 4.921
H -5.474 4.142 -5.834
H -2.980 3.664 -3.337
H -1.094 4.240 4.044
H 2.908 2.230 6.710
H -1.497 -3.469 -4.515
H 1.841 1.324 7.705
H 3.296 3.377 2.905
H 2.044 -6.036 5.222
H 2.377 1.931 4.729
H 2.814 2.849 -1.553
H -2.288 -2.881 -6.634
H -7.586 2.602 2.600
H 0.658 -5.398 -0.425
H 3.127 -1.408 -4.725
H -0.275 -4.961 3.433
H -1.105 2.096 3.940
H -1.448 0.034 5.585
H -6.568 -2.292 2.420
H 5.532 3.311 -2.052
H 1.640 -3.372 5.962
H 2.617 6.236 2.058
H -6.052 1.232 -4.092
H 3.144 5.097 -2.283
H 3.507 0.771 7.729
H 1.401 -3.044 -3.426
H 0.704 3.397 -2.426
H -0.838 -0.307 -6.809
H -2.017 -0.251 -5.507
H 2.293 -0.506 0.143
H 4.043 3.042 -3.073
H -3.309 -5.530 0.242
H -1.008 -4.251 1.743
H 0.818 -7.993 4.690
H 3.098 0.912 0.416
H -0.153 -7.050 3.631
H 2.636 -3.095 -1.321
H -0.893 2.905 -4.100
H 0.423 -3.619 -0.829
H 0.615 -2.402 -6.070
H 1.207 -4.130 0.675
H -2.983 3.431 2.309
H -2.963 -3.782 0.271
H 0.740 7.171 -3.293
H -2.376 -5.191 3.730
H 2.962 0.283 -3.071
H 0.212 2.034 5.829
H -2.320 5.148 -0.887
H -1.873 0.502 0.803
H 2.677 4.563 -4.502
H 4.018 -1.570 2.832
H -4.603 -0.099 -5.609
H -2.231 5.349 4.679
```

## Properties
Energy relative to the best compared isomer or geometry (same formula, charge and spin)   18.24 kcal/mol
E_LUMO   0.595 eV
HOMO-LUMO gap   9.41 eV
Charge   0

Here are the Mulliken charges for atoms 1 to 4, given in e:
1 O -0.661
2 O -0.352
3 O -0.423
4 O 0.268